Entry 1:
# FH3P2S2

A cluster of 2 separate species, FH3P2S2 in total (ωB97M-V with the def2-TZVPD basis set, the Open Molecules 2025 dataset).

Structure (XYZ):
```
8
Properties=species:S:1:pos:R:3:lowdin_charge:R:1
S -2.0145 1.6990 -0.5973 0.05
P -1.4437 0.4296 0.7333 -0.12
S -2.0785 -1.5012 0.1430 0.22
H -1.8055 -1.3091 -1.1809 -0.18
F 1.0780 0.2536 -0.8875 -0.48
P 1.4283 0.0681 0.6765 0.71
H 2.2200 1.1636 0.7209 -0.13
H 2.6159 -0.8035 0.3920 -0.06
```

Its SMILES is S=PS.FP. Its LUMO energy is -1.440 eV. As for the orbital gap: 7.286 eV. The spin multiplicity is 1. For the total energy, the calculation gives -43013.931 eV. The HOMO energy comes out at -8.73 eV. Its net charge is 0. The calculation puts the relative energy (zero: lowest compared OMol25 entry of this formula, charge and spin) at 138.4 kJ/mol.

Entry 2:
# C9H10MnN2

A structure of composition C9H10MnN2 (ωB97M-V with the def2-TZVPD basis set, the Open Molecules 2025 dataset).

Structure (XYZ):
```
22
Properties=species:S:1:pos:R:3:lowdin_charge:R:1
C 0.0669 -1.2856 -1.1536 -0.18
C -1.2665 -1.3436 -0.6047 -0.17
C -1.1867 -1.9581 0.7010 -0.20
C 0.1994 -2.2869 0.9555 -0.19
C 0.9783 -1.8570 -0.1860 -0.18
Mn -0.0174 -0.2090 0.6574 0.46
C -0.9342 1.4143 -0.0791 -0.16
C 0.4238 1.7789 -0.5977 -0.52
C 0.7282 2.6473 -1.6036 -0.05
N 1.3803 0.9412 0.1272 -0.09
H -2.0369 -2.2047 1.3354 0.10
H -2.1801 -1.0272 -1.1044 0.11
H 0.5883 -2.8233 1.8192 0.10
H 2.0468 -2.0135 -0.3257 0.10
H 0.3315 -0.9375 -2.1511 0.11
H -1.7012 1.2914 -0.8488 0.05
H 2.3702 1.0994 -0.0262 0.04
H -1.2491 2.0144 0.7879 0.06
H -0.1013 3.1225 -2.1196 0.01
H 1.7601 2.8318 -1.8916 0.01
N -0.0985 0.5431 3.7237 -0.07
C -0.1018 0.2620 2.5848 -0.34
```

Its LUMO energy (alpha / beta) is 3.779 / 3.694 eV. As for the orbital gap (alpha / beta): 6.080 / 7.141 eV. The spin multiplicity is 5. For the total energy, the calculation gives -43793.239 eV. The HOMO energy (alpha / beta) comes out at -2.30 / -3.45 eV. The expectation value of S² is 6.10. Its net charge is -1.

Entry 3:
# C9H10ClN2O2S

The ion C9H10ClN2O2S with charge +1 (ωB97M-V with the def2-TZVPD basis set, the Open Molecules 2025 dataset).

Structure (XYZ):
```
25
Properties=species:S:1:pos:R:3:lowdin_charge:R:1
C -1.0041 -1.8854 -0.9765 0.02
C 0.2371 -2.4517 -0.8527 0.05
C 1.1893 -0.3808 0.0908 0.05
C -1.2160 -0.5880 -0.4249 -0.17
C -0.0645 0.1498 -0.0091 -0.19
C 1.3649 -1.6975 -0.3017 -0.25
C -2.1990 1.3837 -0.1907 -0.26
C 0.1297 2.5872 1.0174 0.04
C 3.5544 -1.7782 0.4817 -0.05
N -2.3366 0.1434 -0.4639 0.11
N -0.4797 1.3910 0.3240 0.08
O -4.6000 1.5739 -0.0916 -0.47
O 2.3960 -2.4262 -0.0025 -0.03
S -3.5357 2.4519 0.2763 0.60
Cl -3.1708 3.8155 -1.1540 0.35
H -1.8945 -2.3765 -1.4065 0.14
H 0.4169 -3.4598 -1.2006 0.13
H 1.9023 0.3064 0.1890 0.08
H 0.5123 3.3305 0.4108 0.07
H -0.6984 3.0058 1.5323 0.08
H 0.9255 2.2667 1.5706 0.07
H 4.3941 -2.5798 0.3758 0.14
H 3.5397 -1.4567 1.5723 0.13
H 3.8349 -0.9475 -0.1364 0.08
H -3.1980 -0.3778 -0.6295 0.20
```

Its LUMO energy is -4.794 eV. As for the orbital gap: 7.404 eV. The spin multiplicity is 1. For the total energy, the calculation gives -39917.461 eV. The HOMO energy comes out at -12.20 eV. Its net charge is +1. The calculation puts the relative energy (zero: lowest compared OMol25 entry of this formula, charge and spin) at 90.5 kJ/mol.

Entry 4:
# C23H27N3O6S

An isolated molecule of C23H27N3O6S (ωB97M-V with the def2-TZVPD basis set, the Open Molecules 2025 dataset).

Structure (XYZ):
```
60
Properties=species:S:1:pos:R:3:lowdin_charge:R:1
C 3.7196 2.7161 4.8527 -0.08
O 4.1443 1.5170 4.2502 -0.08
C 3.7143 1.2338 2.9923 -0.29
C 4.1436 0.0152 2.4608 0.00
C 3.7500 -0.3763 1.2015 -0.02
C 2.9166 0.4378 0.4364 -0.24
N 2.5259 -0.0266 -0.8324 0.14
C 1.5394 0.4504 -1.6280 -0.46
O 0.8422 1.4110 -1.3887 0.09
C 1.3643 -0.3687 -2.9176 -0.04
N 0.0726 -0.0823 -3.4998 0.03
C 0.0275 0.6902 -4.6219 -0.39
O 1.0182 0.9888 -5.2508 0.09
C -1.3518 1.1989 -5.0065 -0.05
O -2.4403 0.3871 -4.6234 0.00
C -2.3409 -0.1876 -3.3950 -0.19
C -3.5098 -0.5729 -2.7508 0.03
C -3.4557 -1.1756 -1.5052 -0.05
C -2.2242 -1.4081 -0.9290 -0.26
S -2.0675 -2.0980 0.7210 0.67
O -3.3622 -2.5266 1.1588 -0.28
O -0.9914 -3.0476 0.7108 -0.28
N -1.6067 -0.8187 1.6684 -0.23
C -0.1990 -0.5024 1.7376 -0.20
C 0.2888 -0.4996 3.1878 -0.16
C -0.1914 0.7000 3.9971 -0.21
C -1.7115 0.8600 4.0077 -0.19
C -2.2563 1.3661 2.6711 -0.17
C -2.5751 0.2541 1.6708 -0.21
C -1.0513 -1.0600 -1.5690 0.01
C -1.0900 -0.4330 -2.8061 -0.10
C 2.5048 1.6582 0.9527 -0.02
C 2.8982 2.0526 2.2200 -0.02
H 4.1662 2.7201 5.8456 0.09
H 2.6296 2.7530 4.9462 0.09
H 4.0691 3.5918 4.2967 0.10
H 4.7840 -0.6100 3.0617 0.12
H 4.0865 -1.3244 0.8072 0.11
H 3.0086 -0.8618 -1.1344 0.15
H 1.4714 -1.4415 -2.7366 0.14
H 2.1105 -0.0442 -3.6517 0.14
H -1.4514 2.2003 -4.5554 0.15
H -1.4051 1.3036 -6.0925 0.14
H -4.4496 -0.3841 -3.2439 0.12
H -4.3471 -1.4711 -0.9771 0.12
H 0.0187 0.4494 1.2416 0.12
H 0.3220 -1.3058 1.2145 0.10
H 1.3806 -0.5146 3.1853 0.10
H -0.0652 -1.4205 3.6532 0.12
H 0.2606 1.6096 3.5928 0.10
H 0.1623 0.5831 5.0244 0.11
H -2.1795 -0.0934 4.2537 0.12
H -1.9760 1.5778 4.7877 0.11
H -1.5344 2.0570 2.2316 0.11
H -3.1806 1.9234 2.8348 0.11
H -2.6658 0.6988 0.6659 0.12
H -3.5272 -0.2205 1.9195 0.12
H -0.1250 -1.2998 -1.0782 0.10
H 1.8734 2.3028 0.3651 0.11
H 2.5612 3.0078 2.5897 0.11
```

Its SMILES is COc1ccc(NC(=O)CN2C(=O)COc3ccc(S(=O)(=O)N4CCCCCC4)cc32)cc1. Its LUMO energy is 0.457 eV. As for the orbital gap: 8.876 eV. The spin multiplicity is 1. For the total energy, the calculation gives -51880.230 eV. The HOMO energy comes out at -8.42 eV. Its net charge is 0. The calculation puts the relative energy (zero: lowest compared OMol25 entry of this formula, charge and spin) at 125.5 kJ/mol.

Entry 5:
# C5H10N3O

The ion C5H10N3O with charge +1 (ωB97M-V with the def2-TZVPD basis set, the Open Molecules 2025 dataset).

Structure (XYZ):
```
19
Properties=species:S:1:pos:R:3:lowdin_charge:R:1
C -1.9474 -1.0047 -1.8763 0.19
N -1.7271 -1.3511 -0.6814 0.08
C -0.9577 -0.5278 0.2390 -0.16
N -0.2128 0.3799 -0.5878 -0.08
C 1.2632 0.3462 -0.5140 -0.19
C 2.0514 0.6665 0.7597 -0.20
N 1.4064 1.5278 1.6727 0.12
C 0.4268 1.6602 2.3379 -0.32
O -0.5871 1.8225 2.9078 0.15
H -1.4377 -0.2010 -2.2800 0.09
H -2.2917 -1.8290 -2.6248 0.18
H -2.0243 -2.2094 -0.3725 0.14
H -1.6497 -0.0020 0.9781 0.17
H -0.1561 -1.1901 0.7502 0.18
H -0.5871 1.3248 -0.6183 0.14
H 1.5271 0.8961 -1.4352 0.13
H 1.5951 -0.7097 -0.7194 0.13
H 2.1608 -0.3916 1.2646 0.14
H 3.1480 0.7926 0.7996 0.13
```

Its SMILES is C=[NH+]CNCCN=C=O. Its LUMO energy is -5.252 eV. As for the orbital gap: 8.127 eV. The spin multiplicity is 1. For the total energy, the calculation gives -11855.915 eV. The HOMO energy comes out at -13.38 eV. Its net charge is +1. The calculation puts the relative energy (zero: lowest compared OMol25 entry of this formula, charge and spin) at 276.4 kJ/mol.

Entry 6:
# C2H5N3S

An isolated molecule of C2H5N3S (ωB97M-V with the def2-TZVPD basis set, the Open Molecules 2025 dataset).

Structure (XYZ):
```
11
Properties=species:S:1:pos:R:3:lowdin_charge:R:1
H 1.6630 1.3270 0.7487 0.04
N 1.5778 0.3352 0.5384 0.15
C 0.4318 0.4367 0.0229 -0.62
N 0.0489 1.6740 -0.5447 0.06
N -0.3746 -0.5849 -0.3550 0.02
C -0.6202 -1.9093 0.2016 -0.58
S -0.2319 -2.5510 1.7369 0.56
H -1.0652 1.9794 -0.5464 0.17
H 0.7049 2.3718 -0.1763 0.08
H -0.9634 -0.5963 -1.1899 0.14
H -1.1710 -2.4826 -0.4360 0.00
```

Its SMILES is [H]/N=C(\N)NC=S. Its LUMO energy is -0.131 eV. As for the orbital gap: 8.526 eV. The spin multiplicity is 1. For the total energy, the calculation gives -17458.828 eV. The HOMO energy comes out at -8.66 eV. Its net charge is 0. The calculation puts the relative energy (zero: lowest compared OMol25 entry of this formula, charge and spin) at 220.4 kJ/mol.

Q: Among the records above, which one has the lowest net charge?
A: C9H10MnN2